# 1
7
Properties=species:S:1:pos:R:3 method="wB97M-V/def2-TZVPD" de_lowest_ev=0.415 orbital_gap_ev=12.0 smiles=CC#[N+]Cl homo_energy_ev=-17.0 total_charge=+1
C 1.01 0.05 0.02
C -0.36 -0.28 0.00
N -1.53 -0.21 -0.14
Cl -3.10 -0.01 -0.02
H 1.36 0.05 -1.04
H 1.62 -0.69 0.72
H 0.99 1.08 0.45



# 2
15
Properties=species:S:1:pos:R:3 method="wB97M-V/def2-TZVPD" de_lowest_ev=3.780 orbital_gap_ev="7.0 / 8.4" homo_energy_ev="-7.5 / -8.1"
C -1.84 -0.59 1.74
C 0.81 1.12 -2.34
C 0.50 -0.59 -0.77
C -1.93 -0.18 0.31
O 0.73 -0.27 -2.02
Br -3.46 -0.97 -0.46
Br -1.96 1.83 0.13
H -2.76 -0.24 2.28
H -1.73 -1.80 1.80
H -0.98 0.02 2.04
H 0.78 1.58 -1.35
H -0.07 1.61 -2.98
H 1.84 1.30 -2.82
H 0.42 -1.65 -0.56
H 0.77 0.01 0.14



# 3
70
Properties=species:S:1:pos:R:3 method="wB97M-V/def2-TZVPD" de_lowest_ev=0.219 orbital_gap_ev=9.8 homo_energy_ev=-9.5
O -0.37 0.33 0.35
H -0.71 -0.32 -0.36
H -0.84 0.25 1.26
H -0.44 1.31 -0.01
C -3.13 3.55 -0.21
F -3.34 2.39 0.42
F -4.27 3.99 -0.69
F -2.67 4.40 0.69
S -1.90 3.27 -1.61
O -2.35 2.10 -2.32
O -1.81 4.49 -2.34
N -0.52 2.73 -0.70
S 0.62 3.77 -1.08
O 0.92 3.80 -2.51
O 0.48 5.07 -0.44
C 2.23 3.07 -0.38
F 2.43 1.85 -0.86
F 3.24 3.83 -0.77
F 2.13 3.07 0.95
C -1.49 -1.89 -3.94
C -0.71 -1.42 -2.72
C 0.28 -0.31 -3.08
O 1.35 -0.84 -3.82
C 2.24 0.19 -4.19
N -1.64 -0.98 -1.66
H -0.88 -2.09 -4.82
H -2.23 -1.15 -4.27
H -2.01 -2.84 -3.78
H -0.08 -2.22 -2.32
H 0.64 0.19 -2.18
H -0.21 0.50 -3.64
H 2.79 0.62 -3.35
H 1.79 1.02 -4.75
H 2.98 -0.20 -4.89
H -2.31 -1.69 -1.41
H -2.21 -0.27 -2.10
C 3.16 0.88 2.96
C 2.06 -0.08 2.54
C 2.53 -1.11 1.54
O 2.65 -0.48 0.29
C 2.91 -1.41 -0.73
N 1.56 -0.75 3.78
H 4.02 0.37 3.42
H 2.86 1.59 3.73
H 3.56 1.51 2.16
H 1.25 0.55 2.15
H 1.84 -1.96 1.48
H 3.51 -1.49 1.89
H 2.05 -2.02 -1.00
H 3.75 -2.08 -0.51
H 3.16 -0.84 -1.62
H 1.87 -0.14 4.53
H 2.13 -1.58 3.93
C -3.66 -0.74 2.20
C -2.39 -1.12 2.94
C -1.85 -2.46 2.48
O -1.09 -2.32 1.28
C -0.60 -3.57 0.84
N -1.41 -0.04 2.83
H -4.10 0.19 2.57
H -4.36 -1.56 2.34
H -3.42 -0.59 1.15
H -2.67 -1.19 4.00
H -2.54 -3.30 2.47
H -1.08 -2.78 3.20
H -0.04 -3.47 -0.09
H -1.43 -4.24 0.62
H 0.11 -3.94 1.58
H -0.57 -0.23 3.39
H -1.76 0.84 3.18



# 4
151
Properties=species:S:1:pos:R:3 method="wB97M-V/def2-TZVPD" de_lowest_ev=0.000 orbital_gap_ev=8.0 homo_energy_ev=-5.7 total_charge=-1
Cl -10.01 6.84 19.67
O -9.63 8.12 19.11
O -9.65 6.83 21.08
O -11.44 6.64 19.55
O -9.34 5.77 18.97
C -9.70 3.96 22.44
C -10.84 3.78 21.45
O -11.66 2.82 22.13
C -10.95 2.13 23.03
O -11.31 1.16 23.60
O -9.77 2.78 23.24
H -9.86 4.83 23.08
H -8.73 4.03 21.94
H -10.53 3.28 20.53
H -11.40 4.67 21.18
C -10.45 9.56 22.89
C -11.66 9.77 22.00
O -11.52 11.15 21.62
C -10.24 11.52 21.83
O -9.82 12.61 21.61
O -9.53 10.50 22.37
H -10.09 8.53 22.79
H -10.69 9.71 23.95
H -12.60 9.67 22.54
H -11.64 9.10 21.13
C -15.78 6.12 23.10
C -15.37 5.90 24.58
C -15.15 4.40 24.80
C -13.80 3.93 24.28
C -12.71 4.83 24.83
C -12.89 6.33 24.55
N -14.22 6.69 24.97
O -14.47 8.07 24.80
C -11.83 7.05 25.38
C -12.58 6.60 23.05
C -16.60 6.29 25.41
H -16.73 5.63 22.89
H -15.07 5.68 22.39
H -15.89 7.18 22.88
H -15.13 4.25 25.89
H -15.96 3.77 24.44
H -13.73 4.07 23.20
H -13.69 2.87 24.47
H -11.70 4.47 24.60
H -12.68 4.67 25.93
H -11.85 6.81 26.45
H -10.81 6.85 25.04
H -11.96 8.13 25.28
H -12.98 5.77 22.47
H -13.11 7.48 22.70
H -11.53 6.73 22.80
H -16.36 6.13 26.47
H -17.45 5.64 25.20
H -16.86 7.34 25.34
H -14.67 8.36 25.70
C -10.70 2.20 11.79
O -10.22 2.56 13.06
C -9.64 1.46 13.70
C -9.24 1.86 15.13
N -8.50 3.13 15.12
C -8.01 3.41 16.49
C -7.21 4.70 16.58
O -7.82 5.73 15.89
C -7.07 6.91 15.93
H -11.61 1.59 11.87
H -9.93 1.71 11.18
H -10.97 3.14 11.30
H -8.79 1.03 13.15
H -10.40 0.67 13.84
H -8.63 1.03 15.53
H -10.15 2.03 15.69
H -7.61 2.88 14.68
H -7.35 2.58 16.80
H -8.80 3.29 17.24
H -6.17 4.52 16.25
H -7.12 4.91 17.67
H -7.00 7.31 16.94
H -7.54 7.64 15.27
H -6.06 6.77 15.52
C -18.08 6.13 18.61
O -17.12 6.59 19.50
C -15.94 5.81 19.56
C -15.23 5.53 18.24
N -14.45 6.65 17.74
C -15.22 7.69 17.05
C -14.33 8.84 16.64
O -13.51 9.17 17.72
C -12.80 10.37 17.54
H -19.05 6.58 18.79
H -18.21 5.04 18.70
H -17.80 6.33 17.56
H -16.21 4.88 20.10
H -15.24 6.34 20.21
H -15.96 5.18 17.51
H -14.52 4.71 18.41
H -14.03 7.12 18.54
H -15.93 8.11 17.79
H -15.83 7.31 16.23
H -14.97 9.67 16.31
H -13.72 8.58 15.76
H -13.41 11.19 17.14
H -11.98 10.28 16.81
H -12.42 10.63 18.52
C -13.00 2.37 14.36
O -12.12 3.23 15.03
C -12.86 4.02 15.96
C -11.86 4.69 16.88
N -10.86 5.55 16.20
C -11.55 6.82 15.79
C -10.68 7.74 14.96
O -9.92 7.02 14.03
C -9.51 7.80 12.96
H -12.43 1.51 14.00
H -13.50 2.85 13.51
H -13.76 1.92 15.01
H -13.47 3.39 16.62
H -13.49 4.74 15.43
H -11.27 3.87 17.32
H -12.35 5.19 17.73
H -10.41 5.91 17.05
H -11.88 7.35 16.70
H -12.52 6.59 15.34
H -10.01 8.31 15.62
H -11.36 8.47 14.50
H -9.17 8.80 13.27
H -10.29 7.86 12.18
H -8.66 7.33 12.44
C -1.05 8.39 17.35
O -2.24 8.61 18.06
C -2.99 9.67 17.53
C -4.45 9.62 18.01
N -4.80 8.35 18.61
C -6.10 8.35 19.26
C -6.21 9.08 20.59
O -5.54 8.39 21.63
C -6.40 7.54 22.35
H -1.20 8.23 16.27
H -0.58 7.49 17.75
H -0.36 9.23 17.51
H -2.96 9.66 16.43
H -2.55 10.62 17.85
H -5.10 9.79 17.14
H -4.61 10.46 18.70
H -4.10 8.06 19.28
H -6.39 7.32 19.48
H -6.87 8.79 18.61
H -7.25 9.27 20.85
H -5.80 10.10 20.53
H -6.67 6.68 21.73
H -7.26 8.07 22.75
H -5.87 7.14 23.22